Entry 1:
{"formula": "C4H4F2", "method": "ωB97M-V/def2-TZVPD", "e_tot_ev": -9645.623, "total_charge": 0, "orbital_gap_ev": 10.08, "smiles": "C=C(F)C(=C)F", "multiplicity": 1, "elements": ["C", "C", "F", "C", "C", "F", "H", "H", "H", "H"], "xyz": [[-1.53, 1.03, 0.17], [-0.74, -0.04, -0.10], [-1.33, -1.24, -0.10], [0.77, -0.06, -0.03], [1.62, -1.03, 0.11], [1.22, 1.31, -0.14], [-2.56, 0.98, 0.13], [-1.03, 2.06, 0.49], [1.13, -1.97, 0.27], [2.72, -1.03, 0.41]], "lowdin_charge": [0.1028, -0.3051, 0.0531, -0.2336, 0.0849, -0.0420, 0.0382, 0.1253, 0.0656, 0.1109]}



Entry 2:
{"formula": "C10H24N6O6STb", "method": "ωB97M-V/def2-TZVPD", "e_tot_ev": -65239.059, "s_squared": 12.947, "total_charge": 1, "orbital_gap_ev": [4.93, 7.05], "multiplicity": 7, "elements": ["O", "H", "Tb", "N", "N", "N", "N", "O", "O", "O", "O", "C", "C", "C", "C", "C", "H", "H", "H", "C", "H", "H", "H", "C", "C", "H", "H", "H", "H", "H", "H", "H", "H", "C", "H", "H", "H", "O", "H", "H", "N", "C", "N", "S", "H", "H", "H", "H"], "xyz": [[-0.04, -0.30, -3.52], [-0.09, -0.04, -4.45], [-0.02, 0.05, -0.50], [0.12, 2.51, 0.47], [1.55, 1.57, -1.28], [-1.49, -1.28, 0.79], [-0.15, -2.11, -1.32], [-0.68, 2.86, 1.43], [-2.19, -0.82, 1.93], [0.52, -2.61, -2.44], [2.11, 0.37, -1.29], [2.19, 2.55, -0.55], [1.37, 3.11, 0.45], [-1.50, -2.61, 0.57], [-0.75, -3.06, -0.57], [1.87, 4.05, 1.47], [2.48, 3.54, 2.24], [1.04, 4.58, 1.97], [2.53, 4.80, 1.00], [3.63, 2.77, -0.78], [3.79, 2.94, -1.85], [4.19, 1.87, -0.49], [4.01, 3.64, -0.22], [-2.17, -3.59, 1.47], [-0.68, -4.51, -0.92], [-2.78, -3.11, 2.24], [-1.43, -4.25, 1.95], [-2.83, -4.23, 0.86], [0.00, -4.63, -1.76], [-1.68, -4.88, -1.21], [-0.33, -5.10, -0.06], [-1.64, -1.17, 2.67], [0.44, -1.85, -3.09], [-1.05, 0.53, -2.71], [-0.48, 1.31, -2.18], [-1.60, -0.19, -2.09], [-1.80, 1.06, -3.32], [-3.33, 2.21, 0.30], [-3.37, 1.33, 0.77], [-2.42, 2.51, 0.64], [0.27, -1.22, 3.55], [0.77, -0.04, 3.07], [0.53, 1.06, 3.79], [1.68, 0.01, 1.62], [0.19, -1.30, 4.56], [0.64, -2.05, 3.09], [0.75, 1.97, 3.41], [-0.02, 1.02, 4.64]], "lowdin_charge": [-0.1262, 0.1145, 1.4608, -0.1164, -0.1944, -0.2041, -0.1741, -0.0831, -0.1013, -0.0659, -0.2505, -0.2613, -0.2835, -0.3055, -0.2848, -0.0170, 0.0992, 0.0883, 0.0935, 0.0139, 0.1113, 0.1107, 0.0895, -0.0193, -0.0135, 0.0812, 0.0944, 0.0952, 0.0796, 0.1014, 0.0935, 0.0601, 0.0726, -0.1176, 0.0319, 0.0592, 0.1283, -0.1079, 0.0395, 0.0073, 0.0902, -0.8218, 0.1529, 0.6994, 0.1309, 0.1133, 0.0989, 0.1367]}



Entry 3:
{"formula": "C2H2ClO2", "method": "ωB97M-V/def2-TZVPD", "e_tot_ev": -18713.507, "total_charge": 1, "orbital_gap_ev": 11.27, "multiplicity": 1, "elements": ["C", "C", "O", "O", "Cl", "H", "H"], "xyz": [[1.15, -0.39, -0.06], [-1.25, 0.39, 0.07], [-0.80, 1.47, 0.12], [0.03, -0.79, 0.29], [-2.62, -0.53, 0.05], [2.11, -0.91, -0.30], [1.39, 0.75, -0.18]], "lowdin_charge": [0.1378, -0.6730, 0.2002, 0.0167, 1.0065, 0.1486, 0.1632]}



Entry 4:
{"formula": "C16H20F12O8", "method": "ωB97M-V/def2-TZVPD", "e_tot_ev": -65904.715, "s_squared": 0.753, "total_charge": -1, "orbital_gap_ev": [1.67, 6.56], "multiplicity": 2, "elements": ["C", "C", "O", "C", "O", "C", "F", "F", "F", "H", "H", "H", "H", "H", "C", "C", "O", "C", "O", "C", "F", "F", "F", "H", "H", "H", "H", "H", "C", "C", "O", "C", "O", "C", "F", "F", "F", "H", "H", "H", "H", "H", "C", "C", "O", "C", "O", "C", "F", "F", "F", "H", "H", "H", "H", "H"], "xyz": [[-22.80, 18.25, -7.83], [-24.26, 18.61, -7.46], [-24.45, 18.22, -6.09], [-25.67, 18.32, -5.46], [-26.76, 18.62, -6.00], [-25.65, 18.07, -3.95], [-24.61, 17.30, -3.60], [-25.49, 19.19, -3.27], [-26.77, 17.48, -3.55], [-22.26, 18.87, -7.12], [-22.65, 18.53, -8.88], [-22.61, 17.19, -7.65], [-24.96, 18.06, -8.09], [-24.56, 19.66, -7.50], [-26.45, 20.57, 3.60], [-25.87, 20.71, 2.19], [-26.88, 20.62, 1.17], [-27.34, 19.36, 0.79], [-26.91, 18.27, 1.17], [-28.44, 19.45, -0.31], [-29.52, 18.73, -0.10], [-28.89, 20.71, -0.57], [-27.91, 18.95, -1.43], [-25.74, 20.96, 4.33], [-26.83, 19.57, 3.80], [-27.28, 21.27, 3.73], [-25.08, 19.98, 2.05], [-25.42, 21.70, 2.14], [-20.73, 17.94, -11.56], [-20.69, 19.43, -11.69], [-19.54, 19.76, -12.48], [-19.50, 19.56, -13.87], [-20.44, 19.16, -14.58], [-18.15, 19.97, -14.50], [-18.36, 20.54, -15.70], [-17.47, 20.86, -13.68], [-17.40, 18.89, -14.67], [-21.54, 17.60, -10.92], [-19.85, 17.63, -10.99], [-20.86, 17.36, -12.47], [-20.66, 20.02, -10.77], [-21.61, 19.86, -12.09], [-17.65, 15.49, -8.65], [-18.11, 14.14, -9.10], [-19.52, 13.94, -8.93], [-20.39, 14.31, -10.04], [-19.95, 14.88, -11.01], [-21.89, 13.82, -10.00], [-21.97, 12.73, -9.22], [-22.63, 14.82, -9.48], [-22.23, 13.51, -11.29], [-17.57, 15.64, -7.57], [-18.32, 16.29, -8.97], [-16.63, 15.60, -9.01], [-17.64, 13.43, -8.42], [-17.71, 13.96, -10.10]], "lowdin_charge": [-0.0715, -0.2467, -0.1053, -0.5096, -0.0943, -0.6356, 0.0952, 0.1031, 0.1184, 0.0683, 0.0444, 0.0636, 0.1036, 0.1088, -0.0705, -0.2143, -0.0024, -0.2755, 0.1382, -0.5405, 0.1801, 0.1383, 0.1696, 0.0734, 0.0753, 0.0730, 0.1218, 0.1193, -0.0722, -0.2189, -0.0102, -0.2782, 0.1306, -0.5138, 0.1599, 0.1192, 0.1786, 0.0704, 0.0742, 0.0875, 0.1272, 0.1242, -0.0752, -0.2526, -0.0211, -0.2423, 0.1312, -0.4855, 0.1566, 0.1600, 0.1470, 0.0774, 0.0753, 0.0807, 0.1218, 0.1203]}



Entry 5:
{"formula": "C15H42O6", "method": "ωB97M-V/def2-TZVPD", "e_tot_ev": -28520.690, "total_charge": 0, "orbital_gap_ev": 9.75, "smiles": "CC(C)O.CC(C)O.CC(C)O.CCO.CCO.CCO", "multiplicity": 1, "elements": ["C", "C", "C", "O", "H", "H", "H", "H", "H", "H", "H", "H", "C", "C", "C", "O", "H", "H", "H", "H", "H", "H", "H", "H", "C", "C", "C", "O", "H", "H", "H", "H", "H", "H", "H", "H", "C", "C", "O", "H", "H", "H", "H", "H", "H", "C", "C", "O", "H", "H", "H", "H", "H", "H", "C", "C", "O", "H", "H", "H", "H", "H", "H"], "xyz": [[-3.77, 4.43, 2.10], [-3.06, 3.98, 0.85], [-1.90, 4.88, 0.42], [-2.54, 2.63, 1.00], [-3.15, 4.27, 2.99], [-4.72, 3.91, 2.28], [-4.04, 5.49, 2.03], [-3.78, 3.91, 0.03], [-0.99, 4.52, 0.89], [-2.07, 5.89, 0.80], [-1.82, 4.95, -0.66], [-3.06, 2.20, 1.68], [-0.41, -2.34, 2.20], [-0.33, -2.21, 0.69], [-1.55, -1.46, 0.17], [0.84, -1.47, 0.32], [0.27, -3.11, 2.57], [-1.40, -2.68, 2.53], [-0.24, -1.38, 2.68], [-0.25, -3.18, 0.20], [-1.37, -1.04, -0.82], [-1.77, -0.60, 0.82], [-2.46, -2.06, 0.06], [0.69, -0.55, 0.58], [3.82, -4.36, -2.39], [2.59, -3.94, -1.58], [2.59, -4.53, -0.18], [2.61, -2.50, -1.57], [4.70, -3.77, -2.14], [3.61, -4.21, -3.45], [4.00, -5.43, -2.24], [1.72, -4.22, -2.18], [3.48, -4.19, 0.34], [2.66, -5.61, -0.29], [1.65, -4.38, 0.35], [2.05, -2.12, -0.88], [0.13, -0.37, -5.12], [0.56, -1.47, -4.15], [1.98, -1.47, -4.04], [0.81, -0.33, -5.96], [0.26, 0.59, -4.60], [-0.92, -0.47, -5.38], [0.23, -2.43, -4.56], [0.10, -1.32, -3.17], [2.18, -1.81, -3.15], [1.39, 1.24, -1.60], [0.24, 2.02, -1.00], [-0.07, 1.48, 0.27], [2.25, 1.32, -0.92], [1.68, 1.63, -2.57], [1.11, 0.19, -1.65], [-0.65, 2.03, -1.65], [0.50, 3.09, -0.93], [-0.86, 1.91, 0.62], [0.44, 1.86, 4.60], [-0.93, 1.73, 3.97], [-1.46, 0.41, 4.12], [0.89, 2.84, 4.38], [1.16, 1.12, 4.24], [0.37, 1.84, 5.69], [-0.91, 1.98, 2.91], [-1.61, 2.46, 4.42], [-1.47, 0.19, 5.05]], "lowdin_charge": [-0.0557, -0.4494, -0.0390, -0.0873, 0.0815, 0.0834, 0.0831, 0.1344, 0.0833, 0.0774, 0.0798, 0.0910, -0.0467, -0.4527, -0.0513, -0.0854, 0.0755, 0.0847, 0.0652, 0.1263, 0.0762, 0.0715, 0.0825, 0.0698, -0.0479, -0.4670, -0.0447, -0.0900, 0.0844, 0.0765, 0.0748, 0.1360, 0.0932, 0.0812, 0.0599, 0.0527, -0.0870, -0.3370, -0.0993, 0.0739, 0.0590, 0.0686, 0.1056, 0.0937, 0.0275, -0.0698, -0.3191, -0.1050, 0.0871, 0.0802, 0.0488, 0.1154, 0.1057, 0.0294, -0.0835, -0.3217, -0.0828, 0.0771, 0.0766, 0.0738, 0.0849, 0.1057, 0.0851]}